1.
The following is a quantum chemistry calculation of a 9-piece molecular cluster, C36H72O21 overall at a distorted geometry, from the OMol25 dataset.

Cartesian coordinates (Å):
C  3.626  -3.519  5.100
C  3.093  -4.205  3.820
O  1.679  -3.935  3.683
C  0.990  -4.272  2.591
O  1.484  -4.610  1.521
O  -0.374  -4.164  2.847
C  -1.289  -4.064  1.743
H  3.235  -3.999  5.997
H  3.273  -2.493  5.207
H  4.690  -3.746  5.165
H  3.226  -5.274  3.982
H  3.646  -3.944  2.917
H  -2.247  -4.264  2.222
H  -1.044  -4.633  0.846
H  -1.284  -3.038  1.374
C  1.320  -3.969  -2.183
C  1.131  -3.621  -3.706
O  1.969  -2.598  -4.083
C  1.678  -1.795  -5.188
O  0.613  -1.828  -5.894
O  2.595  -0.864  -5.306
C  2.764  -0.205  -6.606
H  2.288  -4.418  -1.964
H  0.570  -4.678  -1.831
H  1.046  -3.121  -1.555
H  0.079  -3.348  -3.789
H  1.176  -4.537  -4.295
H  3.157  -0.900  -7.347
H  3.560  0.521  -6.441
H  1.920  0.357  -7.007
C  -6.479  -4.425  1.847
C  -6.674  -4.215  0.377
O  -5.482  -3.679  -0.227
C  -4.922  -4.187  -1.348
O  -5.485  -4.859  -2.242
O  -3.657  -3.745  -1.308
C  -2.828  -4.036  -2.355
H  -7.376  -4.942  2.187
H  -6.472  -3.493  2.412
H  -5.605  -5.011  2.132
H  -7.573  -3.622  0.210
H  -6.812  -5.208  -0.051
H  -1.872  -3.532  -2.215
H  -3.249  -3.662  -3.288
H  -2.768  -5.119  -2.470
C  -5.260  1.000  6.895
C  -4.718  -0.250  6.224
O  -4.158  0.199  5.036
C  -4.124  -0.583  3.974
O  -4.498  -1.791  4.000
O  -3.758  0.143  2.885
C  -3.971  -0.389  1.606
H  -6.149  1.350  6.370
H  -4.567  1.826  7.056
H  -5.676  0.726  7.864
H  -5.538  -0.930  5.997
H  -4.192  -0.926  6.898
H  -3.289  0.118  0.923
H  -4.984  -0.250  1.227
H  -3.617  -1.411  1.471
C  4.487  1.474  -2.975
C  5.864  0.964  -2.486
O  5.858  0.962  -1.039
C  5.620  -0.076  -0.146
O  5.915  0.041  0.978
O  5.324  -1.200  -0.886
C  4.957  -2.416  -0.200
H  3.641  0.990  -2.486
H  4.327  1.444  -4.052
H  4.508  2.523  -2.681
H  6.678  1.604  -2.827
H  5.896  -0.086  -2.777
H  4.175  -2.349  0.557
H  5.700  -2.845  0.472
H  4.615  -3.186  -0.892
C  0.527  4.385  -2.132
C  1.490  5.200  -1.351
O  0.966  6.558  -1.211
C  1.030  7.445  -2.188
O  1.477  7.243  -3.259
O  0.781  8.655  -1.685
C  0.691  9.822  -2.540
H  -0.070  3.871  -1.379
H  1.088  3.577  -2.601
H  -0.068  4.955  -2.846
H  2.478  5.317  -1.797
H  1.657  4.761  -0.367
H  0.400  9.479  -3.533
H  1.630  10.337  -2.742
H  -0.047  10.500  -2.111
C  3.533  2.954  4.357
C  3.920  3.221  2.983
C  3.555  1.866  2.315
O  2.267  1.592  2.900
C  2.262  2.202  4.217
H  3.450  3.792  5.050
H  4.316  2.364  4.832
H  4.969  3.446  2.787
H  3.387  4.030  2.484
H  4.211  1.016  2.501
H  3.640  2.002  1.237
H  2.117  1.561  5.086
H  1.470  2.952  4.221
C  1.869  0.014  -0.395
C  0.614  0.207  -1.140
C  -0.271  -1.032  -0.817
O  0.373  -1.584  0.311
C  1.489  -0.848  0.751
H  2.270  0.913  0.073
H  2.750  -0.334  -0.934
H  0.767  0.288  -2.216
H  0.227  1.142  -0.735
H  -0.208  -1.525  -1.788
H  -1.292  -0.885  -0.465
H  2.209  -1.495  1.251
H  1.117  -0.195  1.540
C  -4.350  2.980  -3.128
C  -2.794  2.889  -2.656
C  -2.929  1.586  -1.914
O  -4.157  1.608  -1.259
C  -5.077  2.499  -1.878
H  -4.377  2.476  -4.094
H  -4.617  4.018  -3.328
H  -2.513  3.792  -2.114
H  -2.248  2.929  -3.598
H  -2.103  1.327  -1.251
H  -3.023  0.698  -2.540
H  -5.128  3.359  -1.210
H  -6.109  2.290  -2.161

## Properties
- highest occupied orbital energy (alpha / beta) (eV) = -11.8 / -11.8
- LUMO energy (alpha / beta) (eV) = -2.1 / -8.3
- spin multiplicity = 2
- energy above the lowest of the compared OMol25 structures with the same formula, charge and spin (eV) = 4.156
- Kohn-Sham gap (alpha / beta) (eV) = 9.63 / 3.49
- E_tot (eV) = -81482.5648
- net charge = +1

***

2.
The following is a quantum chemistry calculation of a 12-piece molecular cluster, C36H72O36 overall at a distorted geometry, from the OMol25 dataset.

Cartesian coordinates (Å):
C  -0.984  0.290  -3.247
O  -1.318  -0.026  -1.885
C  -0.423  -0.092  -0.960
O  0.658  0.421  -1.076
O  -0.891  -0.863  -0.043
C  -0.108  -1.173  1.049
H  -0.187  -0.366  -3.599
H  -0.544  1.270  -3.432
H  -1.866  0.125  -3.865
H  0.171  -2.226  1.104
H  -0.601  -0.953  1.995
H  0.864  -0.688  1.138
C  6.182  2.582  9.525
O  5.721  1.801  8.479
C  5.387  0.508  8.668
O  5.586  -0.098  9.785
O  5.138  0.029  7.524
C  5.039  -1.326  7.371
H  7.161  2.337  9.939
H  5.486  2.403  10.345
H  6.136  3.605  9.153
H  5.045  -1.633  6.325
H  4.048  -1.601  7.730
H  5.802  -1.816  7.976
C  -3.349  10.312  1.119
O  -2.435  9.339  1.441
C  -1.546  8.915  0.526
O  -1.428  9.313  -0.589
O  -0.785  7.981  1.104
C  0.116  7.150  0.487
H  -2.932  11.167  0.587
H  -3.879  10.789  1.943
H  -4.041  9.926  0.371
H  -0.324  6.246  0.909
H  1.125  7.344  0.852
H  -0.149  7.232  -0.567
C  8.046  -0.432  -11.306
O  6.701  -0.016  -11.277
C  5.627  -0.782  -10.705
O  5.739  -1.920  -10.390
O  4.544  -0.055  -10.798
C  3.365  -0.526  -10.394
H  8.315  -0.565  -10.258
H  8.592  0.444  -11.656
H  8.294  -1.248  -11.986
H  3.229  -0.006  -9.446
H  3.145  -1.551  -10.096
H  2.529  -0.387  -11.080
C  0.819  2.670  12.413
O  0.724  3.497  11.269
C  0.317  2.990  10.072
O  -0.179  1.898  9.882
O  0.545  3.991  9.205
C  0.526  3.675  7.806
H  1.861  2.792  12.707
H  0.542  1.628  12.251
H  0.103  2.862  13.211
H  1.550  3.779  7.449
H  -0.121  4.423  7.346
H  0.175  2.700  7.467
C  8.284  1.352  1.799
O  9.362  1.033  2.690
C  10.657  1.318  2.264
O  10.956  1.773  1.147
O  11.510  1.044  3.204
C  12.920  1.207  3.019
H  8.145  2.407  1.564
H  7.428  0.968  2.353
H  8.363  0.710  0.921
H  13.248  2.018  3.669
H  13.149  1.597  2.026
H  13.452  0.280  3.232
C  -5.691  -4.676  -8.894
O  -7.040  -5.019  -8.815
C  -7.877  -5.060  -9.840
O  -7.584  -4.751  -10.967
O  -9.094  -5.522  -9.443
C  -10.248  -5.706  -10.400
H  -5.316  -4.653  -7.871
H  -5.384  -3.687  -9.235
H  -5.101  -5.403  -9.452
H  -10.370  -6.623  -10.976
H  -10.259  -4.823  -11.040
H  -11.178  -5.691  -9.833
C  -7.571  0.965  -7.472
O  -7.197  0.557  -6.268
C  -8.046  -0.133  -5.397
O  -9.315  -0.203  -5.426
O  -7.187  -0.764  -4.534
C  -7.672  -1.440  -3.486
H  -7.679  0.096  -8.120
H  -6.846  1.637  -7.933
H  -8.504  1.516  -7.357
H  -7.916  -2.463  -3.773
H  -8.605  -0.971  -3.171
H  -6.898  -1.290  -2.734
C  -5.371  -10.033  9.604
O  -4.791  -8.939  8.929
C  -4.022  -8.062  9.608
O  -3.784  -7.968  10.838
O  -3.531  -7.229  8.661
C  -2.427  -6.338  9.035
H  -6.424  -9.937  9.867
H  -4.756  -10.418  10.418
H  -5.502  -10.791  8.832
H  -2.214  -5.743  8.147
H  -1.539  -6.891  9.340
H  -2.827  -5.613  9.744
C  -6.372  1.045  5.026
O  -6.964  1.653  3.863
C  -6.302  2.345  2.971
O  -5.114  2.679  3.067
O  -7.138  2.715  2.071
C  -6.651  3.544  0.935
H  -5.465  1.620  5.215
H  -6.187  0.022  4.700
H  -6.894  1.023  5.983
H  -7.522  4.032  0.498
H  -6.035  2.983  0.233
H  -6.012  4.357  1.280
C  6.469  -9.117  1.510
O  5.273  -9.792  1.867
C  4.136  -9.036  2.007
O  4.015  -7.852  1.894
O  3.102  -9.897  2.232
C  1.827  -9.343  2.505
H  6.307  -8.275  0.838
H  7.279  -9.734  1.120
H  6.795  -8.760  2.487
H  1.078  -9.438  1.719
H  1.913  -8.304  2.822
H  1.437  -9.862  3.381
C  1.521  8.958  -7.516
O  0.753  7.799  -7.695
C  0.758  6.915  -8.758
O  -0.050  5.980  -8.884
O  1.786  7.149  -9.497
C  2.071  6.419  -10.692
H  2.575  8.697  -7.610
H  1.246  9.434  -6.575
H  1.234  9.703  -8.258
H  2.578  7.038  -11.432
H  1.239  5.966  -11.230
H  2.746  5.607  -10.421

## Properties
- highest occupied orbital energy (eV) = -10.5
- LUMO energy (eV) = 0.3
- spin multiplicity = 1
- energy above the lowest of the compared OMol25 structures with the same formula, charge and spin (eV) = 8.107
- Kohn-Sham gap (eV) = 10.78
- E_tot (eV) = -112201.2266

***

3.
The following is a quantum chemistry calculation of C36H76F2MnN5O8S2 as an isolated structure at a distorted geometry, from the OMol25 dataset.

Cartesian coordinates (Å):
Mn  17.671  -7.818  12.406
N  16.945  -9.418  11.559
S  15.634  -9.857  10.721
O  15.168  -11.141  11.165
O  15.544  -9.427  9.372
F  14.654  -8.801  11.435
S  17.923  -10.668  10.944
O  18.077  -10.764  9.520
O  18.022  -11.848  11.726
F  19.271  -9.847  11.299
C  17.368  -11.887  2.470
C  16.185  -11.107  3.064
C  14.880  -11.739  2.510
C  14.113  -12.721  3.404
C  14.199  -12.359  4.901
C  15.637  -12.090  5.387
N  16.215  -11.056  4.524
O  17.389  -10.435  4.999
C  15.547  -11.559  6.807
C  16.509  -13.344  5.379
C  16.194  -9.665  2.548
H  17.348  -12.939  2.734
H  18.290  -11.334  2.676
H  17.319  -11.774  1.384
H  14.225  -10.989  2.067
H  15.119  -12.351  1.635
H  14.558  -13.720  3.413
H  13.075  -12.805  3.087
H  13.822  -13.116  5.593
H  13.579  -11.470  5.050
H  15.169  -12.292  7.523
H  16.560  -11.420  7.203
H  15.056  -10.590  6.860
H  16.473  -14.023  4.529
H  17.546  -13.083  5.607
H  16.202  -13.971  6.225
H  16.249  -9.630  1.456
H  17.069  -9.107  2.885
H  15.297  -9.124  2.845
H  18.038  -11.160  5.014
C  14.686  -5.303  11.121
C  14.337  -5.412  12.616
C  12.858  -5.768  12.748
C  12.465  -6.121  14.185
C  13.325  -7.322  14.656
C  14.841  -7.016  14.554
N  15.155  -6.477  13.228
O  16.547  -6.136  13.139
C  15.215  -6.055  15.704
C  15.614  -8.322  14.762
C  14.532  -4.000  13.217
H  14.578  -6.289  10.669
H  15.636  -4.826  10.868
H  13.976  -4.643  10.617
H  12.254  -4.912  12.444
H  12.518  -6.593  12.117
H  11.424  -6.428  14.261
H  12.613  -5.256  14.833
H  13.163  -8.150  13.965
H  12.960  -7.475  15.669
H  15.105  -6.564  16.667
H  16.238  -5.676  15.771
H  14.500  -5.241  15.820
H  15.378  -8.996  13.927
H  16.710  -8.250  14.754
H  15.248  -8.864  15.631
H  13.949  -3.272  12.653
H  15.547  -3.657  12.958
H  14.393  -3.812  14.277
H  16.563  -5.190  13.391
C  11.214  -11.082  11.285
C  10.791  -10.165  10.083
C  11.920  -10.286  9.042
C  11.848  -11.548  8.208
C  10.472  -11.648  7.561
C  9.352  -11.777  8.656
N  9.518  -10.635  9.556
O  8.469  -10.585  10.501
C  8.066  -11.666  7.853
C  9.461  -13.170  9.292
C  10.705  -8.716  10.567
H  10.523  -10.860  12.103
H  12.214  -10.853  11.662
H  11.132  -12.146  11.085
H  11.984  -9.374  8.440
H  12.887  -10.361  9.543
H  12.053  -12.411  8.847
H  12.656  -11.578  7.474
H  10.376  -12.453  6.834
H  10.264  -10.702  7.055
H  7.921  -12.567  7.253
H  7.167  -11.747  8.474
H  8.056  -10.750  7.268
H  8.853  -13.270  10.197
H  9.078  -13.936  8.615
H  10.448  -13.507  9.610
H  10.374  -8.109  9.723
H  11.698  -8.382  10.876
H  10.030  -8.600  11.415
H  8.120  -9.693  10.404
C  23.023  -16.857  13.019
C  21.700  -16.406  13.579
C  21.450  -14.926  13.216
C  19.968  -14.508  13.364
C  19.090  -15.405  12.492
C  19.211  -16.844  13.012
N  20.629  -17.229  12.978
O  20.794  -18.606  13.299
C  18.578  -17.001  14.421
C  18.511  -17.729  11.970
C  21.768  -16.557  15.115
H  23.902  -16.242  13.216
H  23.213  -17.849  13.436
H  23.025  -16.930  11.927
H  21.884  -14.181  13.887
H  21.780  -14.723  12.196
H  19.589  -14.702  14.368
H  19.836  -13.472  13.050
H  19.428  -15.427  11.452
H  18.033  -15.134  12.476
H  19.273  -16.906  15.244
H  18.015  -17.933  14.518
H  17.765  -16.270  14.494
H  19.023  -17.712  11.010
H  17.526  -17.280  11.805
H  18.331  -18.726  12.368
H  22.776  -16.410  15.508
H  21.245  -15.755  15.646
H  21.358  -17.522  15.406
H  20.877  -18.970  12.411

## Properties
- highest occupied orbital energy (alpha / beta) (eV) = -9.4 / -9.4
- LUMO energy (alpha / beta) (eV) = -5.8 / -6.4
- spin multiplicity = 6
- energy above the lowest of the compared OMol25 structures with the same formula, charge and spin (eV) = 0.000
- Kohn-Sham gap (alpha / beta) (eV) = 3.58 / 3.00
- E_tot (eV) = -120806.3330
- net charge = +1